No. 1
{
  "formula": "C4H8N2",
  "method": "wB97M-V/def2-TZVPD",
  "fmax_ev_per_a": 1.11,
  "charge": 0,
  "de_lowest_kcal_mol": 11.96,
  "molar_mass_g_mol": 84.1,
  "smiles": "CCNCC#N",
  "orbital_gap_ev": 10.680,
  "homo_ev": -9.71,
  "symbols": ["C", "H", "H", "H", "C", "H", "H", "H", "C", "H", "N", "N", "H", "C"],
  "xyz": [[0.590, 0.563, 0.362], [-1.768, 1.004, -0.685], [0.539, 1.581, -0.045], [2.638, 0.813, 1.027], [2.041, 0.110, 0.438], [0.153, 0.601, 1.376], [-2.030, -0.567, -1.436], [0.028, -1.280, -0.316], [-1.581, -0.070, -0.570], [2.473, 0.042, -0.565], [-2.835, -0.979, 1.569], [-0.154, -0.307, -0.544], [2.117, -0.875, 0.914], [-2.305, -0.548, 0.635]]
}

No. 2
{
  "formula": "C5H8P2",
  "method": "wB97M-V/def2-TZVPD",
  "fmax_ev_per_a": 6.03,
  "charge": 0,
  "de_lowest_kcal_mol": 39.87,
  "molar_mass_g_mol": 130.1,
  "smiles": "[PH2]#[PH]C1=CC=CC1",
  "orbital_gap_ev": 8.670,
  "homo_ev": -8.01,
  "symbols": ["H", "H", "P", "C", "C", "H", "H", "H", "C", "C", "H", "C", "H", "P", "H"],
  "xyz": [[-2.276, -0.480, -1.428], [0.743, -0.596, 1.973], [0.217, -1.819, 2.262], [-1.268, 1.461, -1.411], [-1.432, 0.078, -1.093], [1.374, -2.499, 2.386], [1.462, 1.220, 0.487], [-0.428, -2.762, -0.697], [-0.100, 1.936, -1.120], [0.746, 0.873, -0.454], [1.511, 0.625, -1.187], [-0.265, -0.318, -0.531], [0.319, 2.969, -0.981], [0.493, -1.875, 0.085], [-1.992, 2.141, -2.080]]
}

Please write out number 2 again, unchanged.
{
  "formula": "C5H8P2",
  "method": "wB97M-V/def2-TZVPD",
  "fmax_ev_per_a": 6.03,
  "charge": 0,
  "de_lowest_kcal_mol": 39.87,
  "molar_mass_g_mol": 130.1,
  "smiles": "[PH2]#[PH]C1=CC=CC1",
  "orbital_gap_ev": 8.670,
  "homo_ev": -8.01,
  "symbols": ["H", "H", "P", "C", "C", "H", "H", "H", "C", "C", "H", "C", "H", "P", "H"],
  "xyz": [[-2.276, -0.480, -1.428], [0.743, -0.596, 1.973], [0.217, -1.819, 2.262], [-1.268, 1.461, -1.411], [-1.432, 0.078, -1.093], [1.374, -2.499, 2.386], [1.462, 1.220, 0.487], [-0.428, -2.762, -0.697], [-0.100, 1.936, -1.120], [0.746, 0.873, -0.454], [1.511, 0.625, -1.187], [-0.265, -0.318, -0.531], [0.319, 2.969, -0.981], [0.493, -1.875, 0.085], [-1.992, 2.141, -2.080]]
}

Copy entry 1 word for word.
{
  "formula": "C4H8N2",
  "method": "wB97M-V/def2-TZVPD",
  "fmax_ev_per_a": 1.11,
  "charge": 0,
  "de_lowest_kcal_mol": 11.96,
  "molar_mass_g_mol": 84.1,
  "smiles": "CCNCC#N",
  "orbital_gap_ev": 10.680,
  "homo_ev": -9.71,
  "symbols": ["C", "H", "H", "H", "C", "H", "H", "H", "C", "H", "N", "N", "H", "C"],
  "xyz": [[0.590, 0.563, 0.362], [-1.768, 1.004, -0.685], [0.539, 1.581, -0.045], [2.638, 0.813, 1.027], [2.041, 0.110, 0.438], [0.153, 0.601, 1.376], [-2.030, -0.567, -1.436], [0.028, -1.280, -0.316], [-1.581, -0.070, -0.570], [2.473, 0.042, -0.565], [-2.835, -0.979, 1.569], [-0.154, -0.307, -0.544], [2.117, -0.875, 0.914], [-2.305, -0.548, 0.635]]
}

Number 1 is which compound?
C4H8N2